1.
{"formula": "C26H67N7O13", "method": "wB97M-V/def2-TZVPD", "largest_force_ev_per_a": 5.147, "e_lumo_ha": 0.0046, "orbital_gap_ev": 9.51, "energy_ha": -2392.233422, "smiles": "CC(N)=O.CC(N)=O.CC(N)=O.CC(N)=O.CC(N)=O.CC(N)=O.CC(N)=O.CCCCCC.OCCO.OCCO.OCCO", "charge": 0, "relative_energy_kcal_mol": 57.64, "symbols": ["C", "C", "N", "O", "H", "H", "H", "H", "H", "C", "C", "N", "O", "H", "H", "H", "H", "H", "C", "C", "N", "O", "H", "H", "H", "H", "H", "C", "C", "N", "O", "H", "H", "H", "H", "H", "C", "C", "N", "O", "H", "H", "H", "H", "H", "C", "C", "N", "O", "H", "H", "H", "H", "H", "C", "C", "N", "O", "H", "H", "H", "H", "H", "C", "C", "C", "C", "C", "C", "H", "H", "H", "H", "H", "H", "H", "H", "H", "H", "H", "H", "H", "H", "O", "C", "C", "O", "H", "H", "H", "H", "H", "H", "O", "C", "C", "O", "H", "H", "H", "H", "H", "H", "O", "C", "C", "O", "H", "H", "H", "H", "H", "H"], "xyz": [[1.84, 4.11, 8.16], [1.56, 5.61, 7.92], [1.84, 6.52, 8.85], [0.96, 6.04, 6.96], [2.30, 3.93, 9.14], [2.53, 3.76, 7.40], [0.94, 3.49, 8.12], [1.59, 7.46, 8.56], [2.13, 6.37, 9.81], [-0.60, 6.25, -4.85], [-1.98, 5.64, -4.96], [-2.10, 4.34, -4.77], [-2.88, 6.22, -5.55], [-0.53, 6.75, -3.89], [-0.62, 7.06, -5.58], [0.23, 5.57, -5.02], [-3.00, 3.90, -4.95], [-1.40, 3.75, -4.34], [-7.80, -0.77, 6.93], [-6.31, -0.58, 7.36], [-5.88, -1.34, 8.35], [-5.66, 0.28, 6.82], [-7.89, -1.26, 5.96], [-8.05, 0.27, 6.75], [-8.43, -1.38, 7.58], [-4.95, -1.23, 8.73], [-6.59, -1.84, 8.87], [-6.25, -2.79, -3.95], [-6.87, -1.67, -4.72], [-7.15, -0.57, -4.11], [-7.12, -1.72, -5.95], [-5.30, -2.43, -3.54], [-6.03, -3.63, -4.61], [-6.80, -3.17, -3.09], [-7.49, 0.22, -4.63], [-7.11, -0.45, -3.11], [-6.20, 6.64, 0.25], [-5.95, 5.38, 1.03], [-5.37, 5.50, 2.25], [-6.45, 4.28, 0.68], [-6.62, 6.43, -0.73], [-5.41, 7.36, 0.02], [-6.97, 7.19, 0.80], [-4.82, 6.30, 2.53], [-5.30, 4.69, 2.86], [4.82, -7.12, 4.48], [5.37, -5.93, 5.25], [5.89, -6.23, 6.42], [5.24, -4.77, 4.90], [5.20, -7.16, 3.46], [3.77, -6.89, 4.32], [4.89, -8.07, 5.01], [6.21, -5.43, 6.95], [5.59, -7.02, 6.98], [5.48, 5.24, -1.57], [4.64, 6.14, -0.63], [3.87, 5.60, 0.25], [4.67, 7.36, -0.74], [5.53, 5.70, -2.55], [5.07, 4.25, -1.73], [6.49, 5.16, -1.17], [3.38, 6.26, 0.84], [3.86, 4.64, 0.56], [2.95, -1.06, -8.31], [2.00, -2.26, -8.20], [0.79, -2.18, -9.16], [-0.24, -3.34, -9.20], [0.36, -4.71, -9.48], [0.63, -5.62, -8.23], [3.85, -1.08, -7.70], [2.46, -0.17, -7.90], [3.20, -0.83, -9.34], [2.54, -3.19, -8.39], [1.63, -2.25, -7.18], [1.13, -1.91, -10.16], [0.27, -1.29, -8.83], [-0.81, -3.38, -8.26], [-1.04, -3.16, -9.92], [-0.42, -5.22, -10.04], [1.26, -4.82, -10.08], [1.15, -6.52, -8.54], [1.23, -5.06, -7.51], [-0.29, -5.94, -7.74], [-6.14, -8.49, 2.89], [-5.42, -7.75, 1.92], [-4.53, -6.61, 2.53], [-3.53, -7.25, 3.32], [-5.60, -9.22, 3.20], [-4.87, -8.47, 1.32], [-6.16, -7.46, 1.17], [-5.17, -6.11, 3.26], [-4.22, -5.92, 1.74], [-3.84, -7.84, 4.01], [0.29, 0.26, -0.59], [-0.30, 0.76, 0.56], [0.41, 0.09, 1.76], [1.78, 0.50, 1.76], [1.16, 0.04, -0.24], [-0.26, 1.85, 0.63], [-1.33, 0.39, 0.56], [0.41, -0.99, 1.66], [-0.03, 0.35, 2.73], [2.26, -0.13, 2.30], [9.69, 1.58, 4.07], [9.99, 1.10, 2.79], [10.74, 2.09, 1.88], [12.07, 2.10, 2.31], [9.13, 2.36, 4.01], [10.51, 0.14, 2.88], [8.98, 0.95, 2.40], [10.33, 3.10, 1.97], [10.81, 1.81, 0.83], [12.18, 2.55, 3.15]]}

2.
{"formula": "C26H69N3O14", "method": "wB97M-V/def2-TZVPD", "largest_force_ev_per_a": 4.766, "e_lumo_ha": [-0.1033, -0.2992], "orbital_gap_ev": [6.74, 1.41], "energy_ha": -2248.970042, "charge": 1, "spin_multiplicity": 2, "relative_energy_kcal_mol": 40.80, "symbols": ["C", "C", "O", "O", "H", "H", "H", "H", "H", "H", "C", "C", "O", "O", "H", "H", "H", "H", "H", "H", "C", "C", "O", "O", "H", "H", "H", "H", "H", "H", "C", "C", "O", "O", "H", "H", "H", "H", "H", "H", "C", "O", "C", "C", "N", "C", "C", "O", "C", "H", "H", "H", "H", "H", "H", "H", "H", "H", "H", "H", "H", "H", "H", "H", "C", "O", "C", "C", "N", "C", "C", "O", "C", "H", "H", "H", "H", "H", "H", "H", "H", "H", "H", "H", "H", "H", "H", "H", "C", "O", "C", "C", "N", "C", "C", "O", "C", "H", "H", "H", "H", "H", "H", "H", "H", "H", "H", "H", "H", "H", "H", "H"], "xyz": [[3.09, -0.81, -1.74], [2.68, -2.27, -1.65], [1.42, -2.50, -1.04], [3.34, -0.26, -0.43], [2.20, -0.26, -2.07], [3.93, -0.64, -2.41], [3.38, -2.88, -1.08], [2.61, -2.70, -2.65], [1.42, -1.89, -0.30], [2.52, 0.13, -0.13], [2.81, 6.05, -4.18], [1.91, 6.97, -3.25], [1.89, 8.35, -3.63], [2.46, 4.67, -4.15], [3.87, 6.25, -4.02], [2.63, 6.39, -5.20], [2.31, 6.88, -2.24], [0.91, 6.52, -3.22], [2.54, 8.90, -3.19], [2.52, 4.27, -5.02], [2.20, 5.85, 2.09], [3.50, 5.17, 2.52], [3.45, 3.71, 2.33], [2.30, 7.19, 2.46], [1.31, 5.41, 2.55], [2.08, 5.89, 1.01], [3.71, 5.24, 3.58], [4.36, 5.66, 2.05], [4.09, 3.28, 2.89], [2.50, 7.25, 3.39], [-0.82, -5.65, -3.68], [0.10, -4.79, -2.75], [-0.60, -3.67, -2.31], [-1.00, -4.88, -4.77], [-1.76, -5.80, -3.15], [-0.38, -6.57, -4.04], [0.99, -4.49, -3.31], [0.34, -5.54, -1.99], [-0.02, -3.02, -1.90], [-1.66, -5.41, -5.23], [1.86, -2.30, -7.91], [1.70, -1.10, -7.16], [1.10, -1.39, -5.87], [0.29, -0.22, -5.53], [-0.41, -0.45, -4.29], [-1.40, 0.54, -4.02], [-1.68, 0.64, -2.49], [-2.09, -0.64, -2.09], [-1.79, -0.98, -0.69], [2.11, -3.23, -7.41], [2.59, -2.23, -8.71], [0.87, -2.57, -8.26], [1.93, -1.71, -5.23], [0.44, -2.26, -5.90], [-0.46, 0.00, -6.29], [1.05, 0.54, -5.39], [-0.87, -1.35, -4.20], [-2.33, 0.33, -4.54], [-1.19, 1.51, -4.47], [-2.62, 1.16, -2.31], [-0.79, 0.94, -1.93], [-0.72, -0.89, -0.48], [-2.02, -2.05, -0.67], [-2.26, -0.36, 0.08], [-2.48, -5.45, 3.07], [-2.81, -4.82, 4.29], [-1.72, -4.75, 5.12], [-2.04, -4.04, 6.41], [-1.78, -2.60, 6.12], [-1.85, -1.77, 7.29], [-3.09, -1.80, 8.21], [-4.36, -1.90, 7.53], [-4.87, -0.78, 6.93], [-1.57, -5.03, 2.63], [-3.37, -5.35, 2.45], [-2.34, -6.51, 3.26], [-0.88, -4.36, 4.55], [-1.40, -5.72, 5.50], [-1.17, -4.29, 7.02], [-2.96, -4.35, 6.89], [-2.32, -2.21, 5.37], [-1.87, -0.70, 7.07], [-1.11, -2.03, 8.05], [-3.03, -0.95, 8.89], [-3.02, -2.71, 8.81], [-4.27, -0.12, 6.30], [-5.48, -0.12, 7.55], [-5.69, -1.16, 6.33], [0.36, -2.58, 1.91], [0.86, -1.22, 1.69], [0.07, -0.13, 2.20], [0.56, 1.27, 1.82], [0.38, 1.49, 0.37], [0.92, 2.85, -0.03], [0.07, 3.47, -1.13], [-1.35, 3.43, -0.91], [-2.06, 4.14, 0.17], [1.05, -3.36, 2.23], [-0.07, -2.89, 0.95], [-0.51, -2.60, 2.57], [0.08, -0.14, 3.29], [-0.98, -0.27, 1.94], [1.64, 1.44, 1.81], [0.07, 2.06, 2.39], [-0.59, 1.57, 0.12], [1.99, 3.04, -0.10], [0.68, 3.62, 0.71], [0.23, 2.90, -2.04], [0.39, 4.49, -1.36], [-3.13, 4.15, -0.05], [-1.75, 5.17, 0.38], [-1.88, 3.69, 1.14]]}